1.
The following is a quantum chemistry calculation of a molecular structure, C23H48NOP3RuSe, from the OMol25 dataset.

Geometry as XYZ:
```
78
Properties=species:S:1:pos:R:3:forces:R:3:lowdin_spin:R:1
Ru 0.16570 -1.08397 -1.04289 -1.29 5.52 -2.20 2.67
P -0.89936 -2.68992 -0.28324 -3.45 -4.51 2.51 0.21
P 1.61495 -1.13600 0.67008 2.94 -0.19 3.72 0.20
P 1.66976 -2.12885 -2.19319 4.13 -1.48 -2.41 0.21
H -2.63428 1.47785 -2.68612 -0.31 -0.02 -0.14 0.00
C -2.54340 0.50546 -3.15925 0.00 -0.15 -0.24 0.03
C -2.34108 -0.61343 -2.45714 -0.58 -0.05 -0.90 0.02
H -2.55707 -0.66360 -1.37265 0.44 -0.02 -0.61 0.01
C -2.04119 -1.89605 0.89413 -0.16 -0.02 0.16 0.08
C -0.23679 -4.14319 0.56797 0.00 -0.29 0.09 0.02
C -1.95058 -3.45160 -1.52633 -0.09 -0.34 -0.88 0.09
C 2.52393 0.42448 0.80133 0.16 0.46 -0.11 0.07
C 0.83524 -1.30681 2.30394 -0.31 0.31 0.20 0.05
C 3.01349 -2.36555 0.96870 -0.39 -0.04 -0.69 0.02
C 1.01547 -2.17802 -3.86542 -0.48 -0.25 -0.39 0.09
C 2.39966 -3.78680 -1.95753 -0.52 -0.02 0.33 0.02
C 3.21337 -1.18147 -2.39414 -0.20 0.06 -0.20 0.05
H -2.68266 0.41039 -4.25192 0.38 0.44 0.66 0.00
H -2.31772 -1.51657 -3.10591 -0.11 1.03 0.85 0.00
H -1.95150 -0.79740 0.87923 -0.13 -0.37 0.21 0.01
H -1.77527 -2.27053 1.88370 -0.31 0.20 0.05 0.00
H -3.05033 -2.21181 0.61414 0.00 0.17 0.29 0.01
H 0.06365 -3.87577 1.58654 -0.05 -0.36 -0.31 0.00
H 0.62979 -4.53653 0.01493 -0.37 -0.01 0.31 0.00
H -1.03548 -4.90832 0.60533 0.46 0.27 0.08 0.00
H -2.11350 -2.77924 -2.36841 0.02 -0.86 0.54 0.00
H -2.92534 -3.66311 -1.07187 0.23 -0.42 -0.17 0.01
H -1.42037 -4.33192 -1.91757 -0.45 -0.01 0.26 0.00
H 3.16952 0.41098 1.68977 -0.21 0.05 -0.14 0.01
H 1.81295 1.25649 0.85875 0.14 -0.12 0.14 0.00
H 3.14999 0.54657 -0.08727 -0.04 0.04 0.11 0.00
H 1.61508 -1.10100 3.04347 -0.13 -0.02 0.01 0.01
H 0.46873 -2.32535 2.45815 0.15 0.34 0.06 0.00
H 0.01853 -0.57668 2.41327 0.26 -0.18 0.05 0.00
H 3.49294 -2.13583 1.92971 -0.32 0.18 -0.22 0.00
H 3.77909 -2.31621 0.18312 -0.23 -0.03 0.37 0.00
H 2.61498 -3.38890 1.02512 0.13 0.33 0.00 0.00
H 1.72003 -2.73803 -4.48547 -0.12 0.03 -0.16 0.02
H 0.90937 -1.15611 -4.24731 -0.14 -0.33 0.01 0.00
H 0.04510 -2.70217 -3.82500 0.35 0.27 -0.38 0.00
H 2.99700 -4.03110 -2.84185 -0.13 0.07 0.08 0.00
H 1.61745 -4.53674 -1.81938 0.23 -0.07 -0.11 0.00
H 3.05128 -3.76190 -1.08010 -0.18 -0.20 -0.29 0.00
H 3.69997 -1.55443 -3.29442 0.23 0.14 -0.06 0.01
H 3.87601 -1.33989 -1.54298 -0.02 0.16 -0.14 0.00
H 2.96419 -0.12069 -2.49759 0.24 -0.11 -0.05 0.00
C 1.29144 2.69141 -2.20295 -0.75 -0.08 0.72 0.14
C 0.57883 1.84333 -3.07746 -0.37 0.04 -0.95 0.08
C 1.12070 1.60290 -4.34176 -0.84 -0.40 0.62 0.03
C 2.37151 2.13975 -4.66960 0.44 -0.07 0.16 0.15
C 3.20197 2.68848 -3.67578 -0.23 0.16 0.05 0.00
C 2.66446 2.92243 -2.41739 0.51 0.84 0.37 0.09
Se 0.31084 3.68510 -0.88198 1.12 -0.55 -0.90 0.49
H -0.84100 3.77703 -1.79257 -0.19 -0.16 0.22 0.02
H -0.41248 1.45713 -2.78105 0.69 0.44 -0.44 0.01
H 0.55874 1.00633 -5.08053 0.31 0.51 0.41 0.00
H 2.71435 2.08591 -5.69550 0.11 -0.07 0.04 0.01
H 4.22015 3.00747 -3.91864 -0.39 -0.18 0.16 0.00
H 3.23793 3.41828 -1.62275 -0.09 -0.12 -0.51 0.00
O -0.98242 1.23899 2.11098 0.35 -0.71 -0.60 0.02
C -1.79472 1.85576 2.79594 -0.99 1.37 0.51 0.00
C -2.36243 1.35590 4.13055 0.36 -0.04 -0.73 0.00
C -1.82300 2.12484 5.33408 0.46 -0.24 0.32 0.00
C -2.49446 3.45232 5.58183 -0.17 0.52 0.02 0.00
C -2.42040 4.44944 4.43271 0.06 0.16 -0.24 0.00
C -3.10228 3.98626 3.14385 -0.18 0.02 0.14 0.00
N -2.23911 3.07698 2.37847 -0.07 -0.80 -0.15 0.00
H -3.45582 1.42525 4.08150 0.12 -0.08 0.07 0.00
H -2.07711 0.30899 4.21381 -0.07 -0.06 -0.08 0.00
H -1.93234 1.50114 6.23043 -0.09 0.08 -0.22 0.00
H -0.74020 2.25932 5.21875 -0.06 0.03 -0.05 0.00
H -3.54487 3.28394 5.80892 -0.21 -0.07 0.14 0.00
H -2.05427 3.91825 6.46400 -0.04 -0.05 0.05 0.00
H -2.88252 5.39630 4.72144 0.02 -0.10 0.15 0.00
H -1.37300 4.66747 4.20372 0.00 0.10 -0.03 0.00
H -4.07219 3.50394 3.39119 0.44 0.25 -0.30 0.00
H -3.30251 4.85261 2.49497 0.01 -0.38 0.22 0.00
H -2.03507 3.28600 1.40433 0.00 0.04 0.53 0.00
```
Forces are in eV/Å.

Values from the calculation:
E_HOMO (spin up / spin down): -15.4 / -16.4 eV
LUMO energy (spin up / spin down): -9.10 / -12.40 eV
HOMO-LUMO gap (spin up / spin down): 6.32 / 3.95 eV
Net charge: +3
Multiplicity: 6
Energy relative to the best compared isomer or geometry (same formula, charge and spin): 186.2 kJ/mol


2.
The following is a quantum chemistry calculation of a molecular structure, C32H30BrN4O2W, from the OMol25 dataset.

Geometry as XYZ:
```
70
Properties=species:S:1:pos:R:3:forces:R:3:nbo_charge:R:1
W 0.21140 0.12892 0.23732 -0.02 0.09 0.03 1.65
C -1.82724 3.43020 -1.33358 -0.01 0.00 -0.02 -0.61
C -1.26375 3.56870 0.08353 0.03 -0.01 0.01 -0.26
C -2.35623 3.58697 1.14910 -0.01 0.00 0.01 -0.62
C -0.14271 2.60167 0.37246 -0.01 -0.03 -0.02 0.15
C 0.77923 2.21943 -0.61067 0.00 -0.03 0.03 -0.29
C 1.99122 1.49952 -0.28778 -0.02 0.02 0.02 -0.31
C 2.30771 1.20103 1.04921 0.02 -0.01 -0.03 0.13
C 3.64383 0.67723 1.45263 -0.01 0.01 -0.01 -0.66
C 1.23269 1.25657 1.94667 0.05 -0.02 0.00 -0.29
C -0.01198 1.90468 1.59762 0.00 0.06 0.04 -0.28
H -2.65063 4.13043 -1.46022 0.00 0.00 0.00 0.26
H -2.20851 2.42350 -1.51164 0.00 0.00 0.00 0.20
H -1.09655 3.66902 -2.10559 0.01 0.00 0.00 0.22
H -0.74032 4.53538 0.13481 -0.02 0.01 0.00 0.27
H -2.89432 2.63798 1.20176 0.00 0.00 0.00 0.20
H -3.08317 4.35773 0.90009 0.01 0.00 0.00 0.26
H -1.96896 3.83008 2.13909 0.00 0.00 0.00 0.23
H 0.63584 2.54754 -1.63036 0.00 0.00 0.00 0.29
H 2.73256 1.34974 -1.06202 0.01 0.00 0.01 0.29
H 4.21662 1.51015 1.87067 0.00 0.00 0.00 0.29
H 4.20382 0.28993 0.60374 0.00 0.00 0.00 0.25
H 3.56192 -0.08156 2.23078 0.01 0.00 0.00 0.24
H 1.35118 0.87098 2.95134 0.00 0.00 0.00 0.28
H -0.77407 1.99675 2.35833 0.00 0.00 0.00 0.28
Br -6.92924 0.28973 2.48861 0.01 -0.01 0.01 0.21
C -5.26653 0.18818 1.64818 0.02 0.01 -0.03 -0.11
C -5.16005 0.50911 0.27917 -0.04 0.01 0.00 -0.12
C -3.95320 0.45365 -0.38044 0.04 -0.01 0.01 -0.20
C -2.80104 0.10207 0.32127 -0.03 0.01 -0.01 0.34
O -1.63835 0.07024 -0.33321 -0.04 -0.07 -0.05 -0.62
C -2.89552 -0.26404 1.68350 0.00 0.00 -0.01 -0.20
C -1.80659 -0.86435 2.33989 0.02 0.00 0.00 0.25
N -0.56931 -0.91318 1.89346 -0.05 0.01 0.01 -0.53
C 0.36343 -1.77056 2.55996 0.04 -0.01 0.00 0.13
C 0.29195 -2.25283 3.84351 -0.01 0.01 -0.02 -0.16
C 1.26356 -3.16237 4.30891 0.00 -0.01 0.02 -0.17
C 2.27735 -3.58835 3.49555 0.01 -0.01 -0.01 -0.12
C 2.38556 -3.08381 2.17675 -0.03 0.03 -0.01 -0.12
C 3.39224 -3.46087 1.26659 0.00 0.00 -0.01 0.00
C 3.42011 -2.89850 0.00966 0.02 -0.02 0.01 -0.27
C 2.46874 -1.94598 -0.33383 -0.03 0.02 0.01 0.14
N 1.48920 -1.56234 0.49511 0.08 -0.05 -0.05 -0.54
C 1.43151 -2.14997 1.73559 -0.03 0.00 0.04 0.21
C -4.15185 -0.22280 2.33202 0.01 -0.02 0.05 -0.15
H -6.05387 0.79821 -0.25899 0.01 0.00 -0.01 0.27
H -3.88237 0.68961 -1.43345 -0.01 0.00 0.00 0.25
H -2.02729 -1.39470 3.26206 -0.02 0.00 0.00 0.23
H -0.49506 -1.95267 4.52336 0.00 0.00 0.00 0.24
H 1.18870 -3.53044 5.32276 0.00 0.00 0.00 0.27
H 3.00682 -4.30535 3.84945 0.00 0.00 0.00 0.26
H 4.13664 -4.19126 1.56097 0.00 0.00 0.00 0.26
H 4.17753 -3.16970 -0.71194 0.00 0.00 0.00 0.27
H 2.50254 -1.46752 -1.30300 -0.01 0.00 0.00 0.23
H -4.22426 -0.52180 3.37038 -0.02 0.00 0.00 0.25
N 1.90102 0.12861 -6.41528 0.00 0.00 0.00 -0.77
C 1.94869 0.39252 -5.10521 -0.01 -0.01 0.04 0.65
O 2.67174 1.22288 -4.58825 0.01 0.01 -0.01 -0.60
C 1.04409 -0.41631 -4.18559 0.00 0.01 0.01 -0.14
C 0.34379 -1.57534 -4.47649 0.00 -0.02 -0.01 -0.07
C -0.38076 -2.18688 -3.45902 0.00 0.01 0.00 -0.22
C -0.38620 -1.62972 -2.19951 0.01 0.00 -0.03 0.07
N 0.30069 -0.50190 -1.90359 -0.03 -0.02 0.02 -0.52
C 0.99171 0.07419 -2.89299 0.00 0.00 0.00 0.08
H 2.49811 0.66430 -7.02821 0.00 0.00 0.00 0.44
H 1.23561 -0.49502 -6.83579 0.00 0.00 -0.01 0.41
H 0.36031 -2.02272 -5.46220 0.00 0.00 0.00 0.25
H -0.93828 -3.09555 -3.63736 0.00 0.00 0.00 0.27
H -0.94792 -2.09363 -1.40024 0.00 0.00 0.00 0.23
H 1.56647 0.96459 -2.69941 0.00 0.00 -0.02 0.24
```
Forces are in eV/Å.

Values from the calculation:
E_HOMO (spin up / spin down): -16.5 / -16.5 eV
LUMO energy (spin up / spin down): -10.61 / -10.62 eV
HOMO-LUMO gap (spin up / spin down): 5.91 / 5.91 eV
Net charge: +3
Multiplicity: 1
Energy relative to the best compared isomer or geometry (same formula, charge and spin): 0.0 kJ/mol


3.
The following is a quantum chemistry calculation of a molecular structure, C23H22N3O2W, from the OMol25 dataset.

Geometry as XYZ:
```
51
Properties=species:S:1:pos:R:3:forces:R:3:nbo_charge:R:1
W -0.77387 0.09205 0.02538 -1.05 0.86 -0.31 1.57
O 2.48043 4.13544 1.84651 -0.02 0.11 0.02 -0.66
C 3.27735 3.07103 1.67527 -0.01 -0.08 0.03 0.37
C 4.64555 3.26848 1.86454 -0.01 -0.01 -0.01 -0.27
C 5.52636 2.22065 1.71618 -0.03 0.01 0.00 -0.15
C 5.07041 0.94591 1.37595 0.01 -0.06 -0.01 -0.24
C 3.72452 0.73881 1.18568 0.00 0.01 -0.02 -0.17
C 2.80817 1.79085 1.32540 -0.03 0.14 0.10 -0.19
C 1.39539 1.55142 1.08783 -0.04 -0.06 -0.06 0.53
O 1.01136 0.32823 0.69632 0.63 -0.02 0.29 -0.65
N 0.47381 2.46686 1.18402 0.40 0.25 0.11 -0.37
N -0.72958 1.92908 0.87461 -0.18 -0.41 0.06 -0.33
C -1.67785 2.59600 0.20377 0.06 -0.24 -0.08 -0.06
C -2.91081 1.87799 0.07913 -0.01 -0.08 -0.04 0.19
C -4.17032 2.43137 -0.20036 0.01 -0.06 -0.02 -0.23
C -5.28032 1.64977 -0.00979 0.03 0.00 0.00 -0.11
C -5.15245 0.32314 0.44864 0.09 -0.02 -0.01 -0.27
C -3.90129 -0.19816 0.61373 -0.09 -0.05 -0.04 0.09
N -2.79097 0.53525 0.35748 0.05 0.14 0.25 -0.55
H 1.54841 3.88951 1.71181 0.02 -0.05 -0.04 0.51
H 4.98489 4.25903 2.13305 -0.01 0.01 0.00 0.24
H 6.58326 2.39149 1.87100 0.01 0.00 0.00 0.23
H 5.76887 0.12820 1.26917 0.00 -0.01 0.00 0.22
H 3.34922 -0.24166 0.92616 0.00 -0.01 0.00 0.22
H -1.54931 3.62836 -0.09555 0.02 -0.03 -0.06 0.24
H -4.25176 3.46726 -0.49597 0.02 0.02 0.00 0.25
H -6.26540 2.06294 -0.17853 -0.01 0.01 0.00 0.24
H -6.02314 -0.28466 0.64168 0.01 -0.02 0.01 0.25
H -3.72304 -1.22157 0.91245 -0.04 0.01 0.01 0.23
C -0.85663 -4.27625 -0.11946 0.01 0.03 0.02 -0.61
C -1.19777 -2.83140 -0.44028 0.00 -0.02 0.04 -0.05
C -2.50064 -2.74088 -1.21475 0.02 0.06 -0.02 -0.61
C -0.85256 -1.80996 0.59112 0.16 -0.15 0.08 -0.33
C -0.04118 -1.94798 -0.96840 -0.24 -0.23 0.01 -0.04
C 1.34116 -2.38741 -0.87360 0.30 0.07 -0.06 -0.16
C 2.31590 -1.78401 -1.58106 -0.10 -0.18 0.21 -0.19
C 2.03617 -0.69566 -2.47407 -0.19 0.21 -0.13 -0.22
C 0.77464 -0.25592 -2.63467 0.24 0.01 -0.05 -0.15
C -0.33411 -0.81033 -1.86611 -0.06 -0.13 -0.29 -0.52
H -1.72042 -4.76003 0.33627 -0.01 0.01 0.01 0.23
H -0.02662 -4.36491 0.57808 0.02 -0.01 0.00 0.22
H -0.60770 -4.82664 -1.02790 0.01 0.01 -0.01 0.23
H -3.28327 -3.26894 -0.66961 0.01 -0.01 0.02 0.23
H -2.39174 -3.22513 -2.18624 0.00 0.00 -0.01 0.24
H -2.85027 -1.72223 -1.37763 0.00 -0.01 0.00 0.20
H -0.24678 -2.18051 1.42016 -0.04 0.00 -0.03 0.23
H 1.56934 -3.23136 -0.24004 0.02 -0.02 -0.02 0.22
H 3.33212 -2.14732 -1.50705 0.00 -0.02 0.02 0.23
H 2.84385 -0.26200 -3.04628 -0.01 0.02 -0.02 0.24
H 0.53651 0.52575 -3.34494 0.04 -0.02 -0.02 0.23
H -1.28793 -0.82997 -2.39913 0.01 0.02 0.07 0.27
```
Forces are in eV/Å.

Values from the calculation:
E_HOMO (spin up / spin down): -10.1 / -10.7 eV
LUMO energy (spin up / spin down): -3.96 / -4.36 eV
HOMO-LUMO gap (spin up / spin down): 6.18 / 6.39 eV
Net charge: +1
Multiplicity: 1
Energy relative to the best compared isomer or geometry (same formula, charge and spin): 0.0 kJ/mol


4.
The following is a quantum chemistry calculation of 2 unconnected molecules or ions with the total composition C5H9NO3, from the OMol25 dataset.

Geometry as XYZ:
```
18
Properties=species:S:1:pos:R:3:forces:R:3:nbo_charge:R:1
C 0.29833 -1.06049 1.51079 0.19 0.48 -0.06 -0.65
C -0.37329 -0.51045 0.25304 -0.70 2.74 0.76 0.29
C -1.83713 -0.94136 0.17555 -0.09 0.62 -0.11 -0.64
C 0.35402 -0.66703 -1.01751 0.01 -3.96 0.97 0.27
N 0.61927 -1.76689 -1.34615 0.28 1.96 -0.82 -0.25
O -0.50440 1.19885 0.49978 -1.52 -2.30 0.03 -0.63
C 0.43538 2.08298 0.52338 2.50 -0.32 -1.42 0.69
O 1.01328 2.55841 -0.46058 -0.91 -0.14 1.48 -0.62
H 0.05610 -2.12365 1.63698 0.19 0.22 -0.39 0.24
H 1.38395 -0.91997 1.47882 -0.26 -0.08 0.08 0.23
H -0.12033 -0.55595 2.39114 0.12 0.04 -0.32 0.24
H -2.40968 -0.41914 0.95301 0.24 0.03 -0.23 0.24
H -2.26209 -0.71002 -0.80809 0.07 -0.10 0.33 0.24
H -1.93590 -2.01171 0.39564 0.31 0.21 -0.30 0.24
H 0.82320 2.27544 1.53788 -0.25 0.62 -0.04 0.10
O 1.13809 0.98255 -2.72441 0.57 4.06 2.43 -0.98
H 2.01922 0.65348 -2.93203 0.06 0.11 0.06 0.47
H 1.30196 1.93496 -2.06722 -0.82 -4.18 -2.46 0.52
```
Forces are in eV/Å.

Values from the calculation:
E_HOMO: -10.2 eV
LUMO energy: 0.12 eV
HOMO-LUMO gap: 10.32 eV
Net charge: 0
Multiplicity: 1
Energy relative to the best compared isomer or geometry (same formula, charge and spin): 448.4 kJ/mol
SMILES: CC(C)(C#N)OC=O.O


5.
The following is a quantum chemistry calculation of a molecular structure, CH2I2O3, from the OMol25 dataset.

Geometry as XYZ:
```
8
Properties=species:S:1:pos:R:3:forces:R:3:nbo_charge:R:1
C 0.41047 0.16383 0.05230 -2.21 -1.13 1.22 0.66
O 1.28346 -0.73716 -0.40442 0.33 1.90 -1.23 -0.72
O -0.13393 1.00014 -0.83927 -0.03 -2.13 -2.34 -0.68
O -0.96003 -0.87642 0.78727 2.36 1.88 -1.41 -0.85
I 1.11950 1.43520 1.54180 0.21 0.09 0.92 0.16
I -2.60214 0.18967 0.77069 -0.04 -0.24 0.17 0.41
H 1.16208 -1.63975 -0.20517 -0.82 -1.57 0.90 0.52
H -0.27941 0.46449 -1.70321 0.21 1.19 1.77 0.50
```
Forces are in eV/Å.

Values from the calculation:
E_HOMO: -8.9 eV
LUMO energy: -0.23 eV
HOMO-LUMO gap: 8.69 eV
Net charge: 0
Multiplicity: 1
Energy relative to the best compared isomer or geometry (same formula, charge and spin): 292.7 kJ/mol


Number 1: largest force on an atom 6.2 eV/Å. Number 2: largest force on an atom 0.1 eV/Å. Number 3: largest force on an atom 1.4 eV/Å. Number 4: largest force on an atom 4.9 eV/Å. Number 5: largest force on an atom 3.3 eV/Å.